The following is a DFT calculation (the ωB97M-V functional and the def2-TZVPD basis) of an isolated molecule of C18H19ClN2O4S at a distorted geometry.

As for the energy: -53501.8789 eV. Its strongest force on any atom is 0.0237 hartree/bohr. The orbital gap comes out at 9.760 eV. As for the HOMO energy: -9.253 eV.

```
! wB97M-V def2-TZVPD RIJCOSX def2/J DEFGRID3
* xyz 0 1
C 4.7170 5.0340 -1.4799
O 4.2931 4.0332 -2.3787
C 3.7768 2.8850 -1.8868
C 3.5951 2.6090 -0.5322
C 3.0559 1.3932 -0.1458
C 2.7006 0.4617 -1.0990
S 2.0197 -1.1138 -0.6179
O 1.8778 -1.1580 0.8138
O 2.7400 -2.1735 -1.2532
N 0.4976 -1.0423 -1.3608
C -0.3765 -0.0897 -0.7069
C -1.2011 -0.7498 0.3977
N -2.0428 -1.7723 -0.1919
C -3.1969 -2.2262 0.3468
O -3.9024 -3.0413 -0.2174
C -3.5675 -1.6620 1.6857
C -4.7472 -0.9389 1.8146
C -5.1394 -0.4674 3.0552
C -4.3720 -0.7259 4.1777
C -3.2072 -1.4656 4.0441
Cl -2.2490 -1.8066 5.4413
C -2.7955 -1.9355 2.8080
C -1.5989 -2.3186 -1.4613
C -0.0808 -2.3790 -1.5008
C 2.8767 0.7204 -2.4482
C 3.4101 1.9271 -2.8418
H 5.5095 4.6694 -0.8199
H 3.8845 5.4124 -0.8793
H 5.1072 5.8382 -2.1013
H 3.8713 3.3258 0.2241
H 2.9120 1.1526 0.8960
H -1.0332 0.3624 -1.4572
H 0.2532 0.6930 -0.2810
H -0.5013 -1.1805 1.1244
H -1.8222 -0.0070 0.9053
H -5.3521 -0.7547 0.9401
H -6.0529 0.0993 3.1529
H -4.6745 -0.3674 5.1489
H -1.8936 -2.5217 2.7262
H -2.0280 -3.3189 -1.5572
H -1.9723 -1.7069 -2.2913
H 0.2639 -2.7924 -2.4510
H 0.2848 -3.0276 -0.6959
H 2.5973 -0.0352 -3.1637
H 3.5632 2.1623 -3.8828
*
```